(1)
This record from the Open Molecules 2025 dataset describes a structure of composition Cl2Hg4O20S3 in a non-equilibrium geometry. The level of theory is wB97M-V/def2-TZVPD.

The geometry in XYZ format:
```
29
Properties=species:S:1:pos:R:3
Hg -2.65 -0.62 -1.84
S 3.80 -2.39 1.01
S -1.88 0.81 -4.42
O 3.74 -0.98 0.58
O 0.62 -1.01 1.11
O -1.68 0.13 -5.68
O -3.14 0.24 -3.76
O -0.90 -0.71 -0.82
Cl 1.29 -0.73 4.61
O 4.30 -2.46 2.42
O 0.26 -1.72 4.30
O -3.99 3.71 -0.12
Cl -3.49 2.80 -1.10
O 1.32 -0.08 -1.06
O 2.57 -1.31 4.35
O -0.76 0.52 -3.51
O -0.07 1.12 0.52
Hg 0.16 1.89 2.64
O -2.03 2.26 -4.53
O 1.15 -0.12 5.86
O 2.51 -3.02 0.85
O 4.79 -3.12 0.23
O -4.44 2.27 -1.93
Hg 0.79 -2.95 2.27
O 1.09 0.26 3.54
S 0.26 -0.16 -0.05
Hg 1.57 0.11 -3.14
O -2.70 1.68 -0.45
O -2.49 3.61 -1.87
```

Output
Electronic energy = -4232.391730 a.u.
LUMO energy = -0.2168 Eh

Charges computed using natural (NBO), reported in e: 1.6190 2.5402 2.5443 -0.9486 -1.0825 -0.9673 -1.0313 -1.1403 2.5560 -0.9215 -0.9039 -0.8343 2.5317 -1.0830 -0.7167 -1.1206 -1.0462 1.4596 -0.8744 -0.7334 -1.0505 -0.8992 -0.8191 1.5491 -1.0130 2.6862 1.5274 -0.9765 -0.8511

***

(2)
This record from the Open Molecules 2025 dataset describes a structure of composition C21H20Cl2GeHfN2O2 in a non-equilibrium geometry. The level of theory is wB97M-V/def2-TZVPD.

The geometry in XYZ format:
```
49
Properties=species:S:1:pos:R:3
H 1.95 2.60 -0.17
C -3.50 -0.59 0.81
C -4.53 -1.51 0.87
Ge -0.99 0.43 -0.30
H -1.95 6.07 0.56
C 2.17 -2.19 2.16
H -3.38 0.11 1.63
N 4.11 -0.98 -0.84
Cl -0.95 0.58 -3.32
C -4.69 -2.45 -0.07
H 4.65 -0.33 -1.44
C 2.15 -0.88 2.47
Cl 3.14 1.71 -2.08
H -0.62 5.24 -1.39
H 4.51 -0.92 0.07
C 2.57 1.66 -0.26
H 3.54 1.80 0.34
C -1.88 2.78 1.32
H 2.88 -0.51 3.20
H 1.24 1.04 2.11
H -5.51 -3.11 0.04
C 0.03 0.09 -1.95
C 1.18 -0.07 1.92
N 4.20 -2.30 -1.26
C -2.70 -1.68 -1.18
H -5.10 -1.57 1.79
C -1.03 4.59 -0.64
H 5.11 -2.60 -1.54
C -1.15 2.33 0.24
H -2.16 2.11 2.14
H -3.83 -3.34 -1.85
O 2.25 -1.87 -2.26
H 1.47 -3.76 0.96
H -0.35 2.86 -1.66
H 2.93 -2.92 2.62
C -2.61 -0.62 -0.27
C -0.80 3.22 -0.78
H -2.68 4.50 2.26
C -3.75 -2.63 -1.07
C -1.67 5.07 0.51
C 1.28 -2.72 1.32
O 3.65 -3.52 -3.06
C 0.25 -1.96 0.78
C -2.10 4.14 1.44
Hf 1.62 -0.39 -0.88
C 0.20 -0.54 1.02
H -2.03 -1.92 -2.00
C 3.33 -2.65 -2.30
H -0.42 -2.42 0.02
```

Output
Energy relative to the best compared isomer or geometry (same formula, charge and spin) = 26.6 kcal per mole
Electronic energy = -4117.477319 a.u.
LUMO energy = -0.0191 Eh

Charges computed using natural (NBO), reported in e: 0.2283 -0.1963 -0.2042 1.5709 0.2120 -0.1972 0.2084 -0.6601 -0.0274 -0.2087 0.3874 -0.2076 -0.0751 0.2137 0.3745 -0.8584 0.2008 -0.2054 0.2342 0.2501 0.2104 -1.1190 -0.1816 -0.5113 -0.1986 0.2097 -0.1941 0.3729 -0.4415 0.2078 0.2151 -0.8242 0.2436 0.2256 0.2335 -0.4506 -0.1981 0.2066 -0.2031 -0.2066 -0.2060 -0.6189 -0.1931 -0.2077 1.7626 -0.5576 0.2357 0.8884 0.2599

***

(3)
This record from the Open Molecules 2025 dataset describes a structure of composition C29H35Cl2N3O4S2Zr in a non-equilibrium geometry. The level of theory is wB97M-V/def2-TZVPD.

The geometry in XYZ format:
```
76
Properties=species:S:1:pos:R:3
C -3.49 0.09 1.66
C 0.73 -6.27 -4.63
C -3.69 -1.24 1.32
N 2.79 1.35 1.48
O 1.93 -1.22 -0.82
H 0.16 -2.16 2.41
H -0.67 -1.93 0.10
H -0.06 -1.25 4.57
H -2.82 4.05 1.66
C 0.62 -2.22 -2.59
H -4.31 0.62 2.11
H -3.41 3.21 -0.39
Cl -1.97 2.62 -2.24
C -0.54 -2.09 -3.36
H -1.84 -3.04 -4.81
C -2.27 0.73 1.43
S 0.69 2.88 -0.23
H -1.28 2.61 1.35
H 2.32 -3.48 -2.04
H -4.74 2.30 3.01
C 3.31 -0.93 2.30
H -1.89 2.18 2.95
C -0.95 -3.12 -4.20
H -1.11 -1.17 -3.30
C -2.65 -1.95 0.76
C 1.41 -3.39 -2.63
C 2.16 2.21 -3.97
C 0.99 -4.38 -3.46
C 0.96 -1.17 -1.67
C -4.17 3.21 2.92
H 1.20 2.49 -5.86
H -2.78 -2.99 0.48
Zr 0.98 0.41 0.25
C -0.19 2.63 -4.23
C -0.35 2.64 -2.85
S 0.48 0.77 3.46
H -3.56 3.35 3.81
C -1.44 -1.31 0.55
H -4.49 2.03 0.37
H 1.56 -2.79 3.27
H 2.04 -1.95 1.10
C -1.17 0.02 0.87
C -0.17 -4.25 -4.22
C 0.82 -0.92 4.02
H 3.63 2.67 2.91
C 2.02 1.65 3.87
H 4.14 0.03 0.59
O 1.55 -5.59 -3.67
C 1.10 -1.88 2.87
H 2.04 3.10 2.29
H 3.28 -0.77 3.38
H 4.72 0.69 2.11
H -1.06 2.72 -4.86
H 1.77 2.44 4.57
C -2.11 2.17 1.88
Cl 3.24 1.57 -1.59
H -4.85 4.05 2.80
N -3.28 3.15 1.72
N 1.94 -1.26 1.83
C 1.07 2.47 -4.79
H 0.34 -7.19 -4.21
H 2.69 0.96 4.38
O -0.37 -5.37 -4.93
C -4.07 3.03 0.45
H 1.64 -0.86 4.74
C 3.83 0.31 1.60
C 2.65 2.26 2.64
O 0.25 -0.09 -1.59
C 1.98 2.23 -2.60
H -4.86 3.77 0.47
H -4.65 -1.71 1.50
H 3.13 1.97 -4.39
H 3.99 -1.76 2.13
H 1.29 -6.46 -5.54
C 0.76 2.57 -1.98
H 3.09 1.97 0.74
```

Output
Energy relative to the best compared isomer or geometry (same formula, charge and spin) = 25.4 kcal per mole
Total charge = +2
Electronic energy = -3354.724371 a.u.
LUMO energy = -0.1926 Eh

Charges computed using Löwdin, reported in e: -0.0500 -0.0641 -0.0494 -0.2506 -0.1557 0.0995 0.0921 0.0893 0.1772 -0.1437 0.0937 0.0201 0.7489 0.0199 0.1348 -0.2472 0.6211 0.0347 0.1403 0.0941 -0.1493 0.0932 0.0499 0.1283 -0.0577 0.0946 -0.0848 -0.1978 -0.5420 0.0247 0.1242 0.1188 1.5644 -0.0916 -0.6536 0.9591 0.1100 -0.1533 0.0974 0.1379 0.1024 -0.2422 -0.1952 -0.3943 0.1366 -0.4043 0.1009 0.0565 -0.2312 0.0952 0.1016 0.1390 0.1161 0.0889 -0.1180 0.7847 0.1118 -0.1497 -0.1522 -0.0461 0.1441 0.0776 0.0765 0.0134 0.0801 -0.1711 -0.2490 -0.1872 -0.6206 0.1125 0.1190 0.1201 0.1414 0.1453 -0.6877 0.0079

***

(4)
This record from the Open Molecules 2025 dataset describes the molecule C17H35O4PS in a non-equilibrium geometry. The level of theory is wB97M-V/def2-TZVPD.

The geometry in XYZ format:
```
58
Properties=species:S:1:pos:R:3
H -0.15 -2.68 -0.47
O -2.60 0.32 -0.07
H 0.80 -1.13 0.50
C -0.76 -3.43 0.04
H 2.32 -0.45 2.30
H -3.73 -4.69 -1.25
O -1.99 -4.87 -2.37
H 2.13 1.85 2.10
H 0.94 -0.14 3.34
C 0.16 2.06 2.88
H 4.52 2.65 0.91
C 1.29 -0.09 2.31
H -1.68 -4.27 -4.25
H 4.47 4.14 -0.04
H 1.63 5.82 -0.95
C 1.16 1.40 1.91
H -0.15 5.80 -1.11
C -3.49 -3.34 -3.63
H -2.87 -3.19 0.42
H -0.37 -4.38 1.91
H -1.56 -3.13 2.05
H -0.71 3.98 3.39
H 0.86 5.85 -2.52
H 0.44 -2.41 3.18
H -3.43 -2.63 -4.45
H -3.88 -2.77 -2.79
C 3.32 2.55 -0.87
H -1.23 3.34 1.87
O -0.57 1.67 0.12
H -4.17 -4.15 -3.88
C -2.22 -3.31 -0.45
H 0.39 4.07 2.04
C 0.42 -1.05 1.52
S -1.19 0.14 -0.02
C 4.53 3.06 -0.09
H -2.36 -2.43 -1.07
H -0.66 1.37 3.09
C -0.62 -3.37 1.57
H 5.43 2.79 -0.64
H 1.47 -2.83 1.85
H 1.28 0.82 -0.15
H -0.22 3.52 -1.68
H 0.69 2.16 3.83
C 0.78 3.91 -1.58
C 0.48 -2.45 2.09
H 1.30 3.63 -2.50
O -0.93 -0.53 1.48
C 0.79 5.44 -1.51
H -1.46 -2.98 -3.10
H -0.38 -4.39 -0.30
H -2.36 -5.42 -0.48
P 1.73 3.19 -0.16
C 0.84 1.64 0.42
C -0.36 3.44 2.51
H 3.29 1.46 -0.90
C -2.65 -4.60 -1.14
H 3.38 2.92 -1.89
C -2.08 -3.85 -3.34
```

Output
Electronic energy = -1709.175072 a.u.
LUMO energy = 0.0212 Eh

Charges computed using natural (NBO), reported in e: 0.1942 -0.9141 0.1776 -0.4169 0.2139 0.1685 -0.5373 0.2196 0.2133 -0.3969 0.2047 -0.4118 0.1858 0.2111 0.2102 -0.2442 0.2135 -0.6441 0.2140 0.2082 0.2083 0.2089 0.2064 0.2073 0.2153 0.2071 -0.6975 0.2184 -0.7243 0.2110 -0.4376 0.2202 0.0674 1.7694 -0.5997 0.2104 0.2137 -0.4000 0.2088 0.2064 0.1856 0.2472 0.2002 -0.7169 -0.3962 0.2137 -0.7177 -0.6040 0.1536 0.2142 0.1820 0.7669 -0.1994 -0.6309 0.2126 -0.0617 0.2226 -0.0610